# 1
Computed, not measured: a 2-piece molecular cluster, C3H9N2O2 overall at a distorted geometry, with the ωB97M-V functional and the def2-TZVPD basis.

Each line ends with the natural charge from an NBO analysis.
CARTESIAN COORDINATES (ANGSTROEM)
N1 -0.276 1.923 -0.671  -0.862
C1 -0.067 1.335 0.558  0.893
O1 1.275 1.128 0.827  -0.707
O2 -0.900 0.967 1.372  -0.624
H1 0.329 2.675 -0.995  0.414
H2 -1.230 2.240 -0.798  0.418
H3 1.793 1.430 0.045  0.498
C2 0.097 -1.502 -0.584  -0.088
C3 -1.071 -0.971 -0.895  -0.322
N2 0.485 -1.523 0.842  -0.705
H4 0.897 -1.835 -1.252  0.240
H5 -1.198 -0.461 -1.847  0.249
H6 -1.828 -0.773 -0.186  0.230
H7 1.422 -1.214 1.016  0.454
H8 -0.137 -0.927 1.399  0.472
H9 0.409 -2.491 1.171  0.441

Computed properties:
net charge	+1
energy relative to the best compared isomer or geometry (same formula, charge and spin)	157.9	kJ/mol
highest occupied orbital energy	-14.943	eV

=====

# 2
Computed, not measured: a 3-piece molecular cluster, C3H9N2O2 overall at a distorted geometry, with the ωB97M-V functional and the def2-TZVPD basis.

Each line ends with the natural charge from an NBO analysis.
CARTESIAN COORDINATES (ANGSTROEM)
C1 0.291 -1.171 0.684  -0.039
C2 -0.484 -1.073 1.786  -0.042
N1 -1.625 -0.405 1.428  -0.458
C3 -1.495 0.007 0.161  0.260
N2 -0.370 -0.489 -0.319  -0.442
H1 1.256 -1.633 0.598  0.261
H2 -0.380 -1.350 2.821  0.258
H3 -2.406 -0.154 2.017  0.456
H4 -2.150 0.627 -0.429  0.253
H5 -0.092 -0.490 -1.286  0.478
H6 1.565 -0.622 -3.159  0.488
H7 0.516 0.176 -4.026  0.497
O1 0.905 0.083 -3.154  -0.971
H8 1.050 2.708 0.595  0.481
H9 2.094 1.971 1.419  0.484
O2 1.323 1.816 0.862  -0.963

Computed properties:
net charge	+1
energy relative to the best compared isomer or geometry (same formula, charge and spin)	53.0	kJ/mol
highest occupied orbital energy	-14.272	eV

=====

# 3
Computed, not measured: a 2-piece molecular cluster, C3H9N2O2 overall at a distorted geometry, with the ωB97M-V functional and the def2-TZVPD basis.

Each line ends with the natural charge from an NBO analysis.
CARTESIAN COORDINATES (ANGSTROEM)
C1 -0.147 0.415 2.022  -0.410
N1 0.985 1.859 -1.328  -0.742
C2 0.174 1.424 -0.317  0.417
N2 0.578 0.945 0.808  -0.498
H1 0.610 -0.267 2.465  0.242
H2 -1.131 -0.129 1.724  0.240
H3 -0.457 1.259 2.614  0.234
H4 1.983 1.892 -1.179  0.415
H5 0.602 1.914 -2.262  0.442
H6 -0.900 1.423 -0.492  0.241
H7 1.598 0.805 0.860  0.410
O1 -1.250 -0.886 -1.533  -0.596
C3 -0.989 -2.034 -1.211  0.650
O2 -0.018 -2.375 -0.319  -0.676
H8 -1.546 -2.909 -1.625  0.128
H9 -0.092 -3.336 -0.225  0.501

Computed properties:
net charge	+1
energy relative to the best compared isomer or geometry (same formula, charge and spin)	98.8	kJ/mol
highest occupied orbital energy	-14.590	eV

=====

# 4
Computed, not measured: C3H9N2O2 as an isolated structure at a distorted geometry, with the ωB97M-V functional and the def2-TZVPD basis.

Each line ends with the natural charge from an NBO analysis.
CARTESIAN COORDINATES (ANGSTROEM)
C1 1.049 -0.129 -0.229  0.759
C2 -2.198 -1.028 -0.057  -0.657
C3 -1.439 0.293 0.093  -0.070
N1 2.140 -0.836 -0.855  -0.173
N2 1.797 1.486 0.523  -0.919
O1 1.649 -1.039 0.468  -0.250
O2 -0.099 0.151 -0.597  -0.491
H1 -2.073 -1.817 0.726  0.239
H2 -3.253 -0.888 -0.274  0.251
H3 -1.715 -1.462 -0.957  0.230
H4 -1.239 0.523 1.152  0.207
H5 -2.001 1.053 -0.498  0.240
H6 1.786 -1.551 -1.470  0.400
H7 0.995 1.857 1.060  0.404
H8 1.968 2.087 -0.215  0.406
H9 2.633 1.300 1.129  0.424

Computed properties:
net charge	+1
2S+1	3
energy relative to the best compared isomer or geometry (same formula, charge and spin)	451.9	kJ/mol
expectation value of S²	2.01
highest occupied orbital energy (alpha / beta)	-9.532 / -15.999	eV

=====

# 5
Computed, not measured: a 2-piece molecular cluster, C3H9N2O2 overall at a distorted geometry, with the ωB97M-V functional and the def2-TZVPD basis.

Each line ends with the natural charge from an NBO analysis.
CARTESIAN COORDINATES (ANGSTROEM)
N1 1.508 -2.217 0.557  -0.483
C1 0.681 -1.289 1.078  0.832
O1 -0.645 -1.528 0.820  -0.657
O2 1.064 -0.246 1.637  -0.275
H1 2.527 -2.109 0.714  0.476
H2 1.155 -2.641 -0.296  0.466
H3 -0.925 -2.322 1.305  0.552
C2 -0.471 1.485 -1.183  -0.066
C3 -1.562 0.737 -1.385  -0.272
N2 0.076 1.775 0.188  -0.712
H4 -0.011 2.086 -1.984  0.265
H5 -1.900 0.644 -2.422  0.274
H6 -2.031 0.095 -0.623  0.235
H7 -0.688 2.120 0.765  0.463
H8 0.437 0.896 0.651  0.432
H9 0.784 2.514 0.179  0.469

Computed properties:
net charge	+2
2S+1	2
energy relative to the best compared isomer or geometry (same formula, charge and spin)	190.3	kJ/mol
expectation value of S²	0.78
highest occupied orbital energy (alpha / beta)	-19.367 / -18.742	eV

=====

# 6
Computed, not measured: a 2-piece molecular cluster, C3H9N2O2S overall, with the ωB97M-V functional and the def2-TZVPD basis.

Each line ends with the natural charge from an NBO analysis.
CARTESIAN COORDINATES (ANGSTROEM)
C1 -1.525 0.743 0.620  -0.614
C2 1.680 0.894 -1.308  -0.408
C3 -0.596 0.624 -0.580  -0.229
N1 1.066 -1.942 2.144  -1.121
N2 0.719 1.165 -0.257  -0.637
O1 -1.399 -2.654 1.890  -0.977
O2 0.055 -2.692 -0.115  -0.984
S1 -0.050 -2.412 1.338  2.092
H1 -1.203 0.064 1.406  0.222
H2 -1.516 1.759 1.006  0.194
H3 -2.541 0.479 0.339  0.203
H4 2.657 1.262 -1.001  0.187
H5 1.767 -0.175 -1.548  0.179
H6 1.377 1.424 -2.212  0.170
H7 -0.538 -0.435 -0.882  0.197
H8 -0.991 1.200 -1.427  0.159
H9 1.037 0.694 0.587  0.367

Computed properties:
net charge	-1
energy relative to the best compared isomer or geometry (same formula, charge and spin)	299.6	kJ/mol
highest occupied orbital energy	-4.279	eV

=====

# 7
Computed, not measured: a 2-piece molecular cluster, C3H9N2O3 overall at a distorted geometry, with the ωB97M-V functional and the def2-TZVPD basis.

Each line ends with the natural charge from an NBO analysis.
CARTESIAN COORDINATES (ANGSTROEM)
O1 0.783 0.768 -2.117  -0.751
C1 0.720 0.504 -0.898  0.554
N1 0.275 -0.609 -0.353  -0.762
C2 -0.618 -1.420 -1.128  0.097
O2 -1.651 -2.115 -0.411  -0.808
C3 1.300 1.397 0.120  -0.261
N2 0.265 2.288 0.743  -0.853
H1 0.234 -1.318 1.461  0.525
H2 -0.119 -2.458 -1.423  0.110
H3 -1.080 -0.956 -2.135  0.146
H4 1.975 2.148 -0.416  0.186
H5 1.993 0.856 1.011  0.177
H6 -0.142 2.890 -0.033  0.350
H7 -0.492 1.840 1.164  0.341
H8 -1.059 -0.509 1.985  0.463
H9 -1.675 -1.838 0.525  0.488
O3 -0.707 -1.467 1.906  -1.001

Computed properties:
net charge	-1
energy relative to the best compared isomer or geometry (same formula, charge and spin)	283.1	kJ/mol
highest occupied orbital energy	-3.786	eV

=====

# 8
Computed, not measured: a 2-piece molecular cluster, C3H9N2O3 overall, with the ωB97M-V functional and the def2-TZVPD basis.

Each line ends with the natural charge from an NBO analysis.
CARTESIAN COORDINATES (ANGSTROEM)
N1 -0.837 -0.310 -4.080  -0.914
C1 -0.555 -0.304 -2.703  0.866
O1 -0.370 -1.443 -2.175  -0.816
O2 -0.553 0.817 -2.163  -0.795
H1 -1.039 -1.172 -4.552  0.368
H2 -1.115 0.564 -4.483  0.370
H3 0.014 -1.155 -0.605  0.523
C2 0.300 0.091 0.953  -0.051
O3 0.273 -1.195 0.387  -0.797
C3 0.573 -0.069 2.437  -0.228
N2 0.689 1.256 3.078  -0.843
H4 1.067 0.720 0.493  0.159
H5 -0.659 0.606 0.817  0.146
H6 -0.158 -0.729 2.915  0.157
H7 1.555 -0.547 2.510  0.176
H8 -0.217 1.701 3.144  0.342
H9 1.033 1.170 4.025  0.339

Computed properties:
net charge	-1
energy relative to the best compared isomer or geometry (same formula, charge and spin)	28.1	kJ/mol
highest occupied orbital energy	-4.590	eV

=====

# 9
Computed, not measured: an isolated molecule of C3H9N2OP at a distorted geometry, with the ωB97M-V functional and the def2-TZVPD basis.

Each line ends with the natural charge from an NBO analysis.
CARTESIAN COORDINATES (ANGSTROEM)
C1 1.686 0.503 -0.412  -0.475
C2 1.373 -0.642 -0.936  0.408
N1 1.334 -1.071 -2.248  -0.858
O1 0.828 -1.568 -0.029  -0.800
P1 -0.636 -1.225 0.551  1.623
N2 -0.646 0.322 0.629  -1.071
C3 -1.654 1.269 1.057  -0.400
H1 1.978 1.390 -1.095  0.200
H2 1.764 0.771 0.654  0.235
H3 2.178 -0.951 -2.910  0.409
H4 0.810 -1.948 -2.348  0.392
H5 -1.615 -1.870 -0.217  -0.107
H6 -0.699 -2.123 1.846  -0.102
H7 -1.311 2.227 0.667  0.200
H8 -2.740 0.928 0.775  0.165
H9 -1.602 1.289 2.135  0.180

Computed properties:
SMILES	C=C(N)O[PH2]=NC
energy relative to the best compared isomer or geometry (same formula, charge and spin)	339.2	kJ/mol
highest occupied orbital energy	-7.784	eV

=====

# 10
Computed, not measured: a 2-piece molecular cluster, C3H9N2OS overall at a distorted geometry, with the ωB97M-V functional and the def2-TZVPD basis.

Each line ends with the natural charge from an NBO analysis.
CARTESIAN COORDINATES (ANGSTROEM)
C1 2.501 -0.599 1.204  0.066
C2 1.184 1.314 0.592  -0.476
C3 -3.981 0.280 -0.401  -0.201
N1 0.701 -1.391 -2.028  -0.949
N2 1.612 -0.088 0.510  -0.403
O1 -0.849 -0.527 -0.321  -0.875
S1 0.348 -1.340 -0.579  1.643
H1 2.767 -1.597 0.858  0.199
H2 3.088 -0.138 1.973  0.219
H3 -0.032 1.320 0.404  0.259
H4 1.611 1.969 -0.097  0.242
H5 1.382 1.814 1.570  0.235
H6 -4.893 -0.309 -0.461  0.193
H7 -3.857 1.122 -1.181  0.199
H8 -3.165 0.105 0.376  0.208
H9 1.583 -1.935 -2.419  0.440

Computed properties:
net charge	+1
energy relative to the best compared isomer or geometry (same formula, charge and spin)	778.1	kJ/mol
highest occupied orbital energy (alpha / beta)	-14.126 / -11.460	eV